(1)
ORCA calculation (ωB97M-V/def2-TZVPD) on a gas-phase ion, C6H15N (charge +1).

Each atom is followed by the atoms it is bonded to, with distances in Å.
Atoms and positions in Å:
1 C -0.04471 0.70128 2.28679  C2 1.569, H8 1.090, H9 1.116, H10 1.036
2 C 0.87574 0.02791 1.20859  C1 1.569, C3 1.569, N7 1.561, H11 1.151
3 C 0.30352 0.03770 -0.25239  C2 1.569, C4 1.476, C5 1.673, H12 1.128
4 C -0.10904 1.20346 -1.05750  C3 1.476, H13 1.158, H14 1.131, H15 1.078
5 C -0.91072 -1.11155 -0.32523  C3 1.673, C6 1.497, H16 1.177, H17 1.131
6 C -1.26877 -1.39190 -1.75102  C5 1.497, H18 1.061, H19 1.214, H20 1.128
7 N 2.16656 0.83368 0.86044  C2 1.561, H21 0.961, H22 1.034
8 H 0.40743 1.50046 2.87499  C1 1.090
9 H -0.97414 0.80455 1.67849  C1 1.116
10 H -0.50225 0.10108 2.99606  C1 1.036
11 H 0.94255 -1.04521 1.61800  C2 1.151
12 H 1.18037 -0.53594 -0.66952  C3 1.128
13 H -0.64779 1.99231 -0.40364  C4 1.158
14 H 0.64308 1.79038 -1.66532  C4 1.131
15 H -0.89348 1.03701 -1.77762  C4 1.078
16 H -0.43445 -2.07405 0.15655  C5 1.177
17 H -1.88361 -0.73130 0.10716  C5 1.131
18 H -2.15793 -1.97139 -1.75947  C6 1.061
19 H -0.41662 -2.06182 -2.29665  C6 1.214
20 H -1.30226 -0.60333 -2.55706  C6 1.128
21 H 2.87556 0.18967 0.78707  N7 0.961
22 H 2.15096 1.30703 -0.05871  N7 1.034

Results
frontier orbital gap (spin up / spin down): 12.12 / 6.66 eV
ΔE to the lowest compared entry with this formula, charge and spin: 82.3 kcal per mole
<S²>: 0.756
LUMO energy (spin up / spin down): -0.1129 / -0.3131 Ha
M: 101.2 g/mol
net charge: +1
electronic energy: -291.93095 hartree
maximum force: 0.09917 Eh/bohr
multiplicity: 2

Okay, here come the Löwdin numbers, in e, for every atom:
1 C -0.014
2 C -0.248
3 C -0.336
4 C -0.082
5 C -0.172
6 C -0.138
7 N 0.320
8 H 0.096
9 H 0.088
10 H 0.054
11 H 0.175
12 H 0.145
13 H 0.131
14 H 0.112
15 H 0.062
16 H 0.152
17 H 0.135
18 H 0.067
19 H 0.139
20 H 0.087
21 H 0.092
22 H 0.136

---

(2)
ORCA calculation (ωB97M-V/def2-TZVPD) on a gas-phase ion, C6H15N (charge +1).

Each atom is followed by the atoms it is bonded to, with distances in Å.
Atoms and positions in Å:
1 C -1.25025 -2.54873 1.11103  N2 1.524, H8 1.064, H9 1.160, H10 1.103
2 N -0.39224 -1.72115 0.16082  C1 1.524, C3 1.587, H11 1.068
3 C -0.30875 -0.17198 0.49339  N2 1.587, C4 1.475, C7 1.534, H12 1.093
4 C 0.59276 0.35056 -0.55000  C3 1.475, C5 1.534, H13 1.058, H14 1.085
5 C 0.22724 1.81098 -0.84440  C4 1.534, C6 1.617, H15 1.127, H16 1.089
6 C 0.76236 2.29799 -2.29060  C5 1.617, H17 1.075, H18 1.092, H19 1.220
7 C 0.35423 -0.04798 1.87122  C3 1.534, H20 1.004, H21 1.137, H22 1.149
8 H -0.76958 -2.87888 2.00108  C1 1.064
9 H -1.67764 -3.34474 0.38350  C1 1.160
10 H -2.12460 -2.00733 1.50859  C1 1.103
11 H 0.58312 -2.10161 -0.04946  N2 1.068
12 H -1.24345 0.39143 0.43594  C3 1.093
13 H 1.57931 0.22815 -0.18896  C4 1.058
14 H 0.58475 -0.21595 -1.47580  C4 1.085
15 H -0.89354 1.85797 -0.95234  C5 1.127
16 H 0.43122 2.43569 0.02437  C5 1.089
17 H 1.74968 2.71262 -2.20137  C6 1.075
18 H -0.05630 2.78146 -2.82705  C6 1.092
19 H 1.08394 1.61936 -3.25148  C6 1.220
20 H 1.26134 -0.34312 2.18342  C7 1.004
21 H -0.48189 -0.32573 2.59019  C7 1.137
22 H 0.45370 1.09369 1.94984  C7 1.149

Results
frontier orbital gap (spin up / spin down): 11.04 / 6.32 eV
ΔE to the lowest compared entry with this formula, charge and spin: 66.5 kcal per mole
<S²>: 0.755
LUMO energy (spin up / spin down): -0.1109 / -0.2842 Ha
M: 101.2 g/mol
net charge: +1
electronic energy: -291.95628 hartree
maximum force: 0.13123 Eh/bohr
multiplicity: 2

Okay, here come the Löwdin numbers, in e, for every atom:
1 C -0.011
2 N 0.187
3 C -0.319
4 C -0.237
5 C -0.195
6 C -0.088
7 C -0.007
8 H 0.089
9 H 0.142
10 H 0.102
11 H 0.196
12 H 0.154
13 H 0.112
14 H 0.120
15 H 0.114
16 H 0.107
17 H 0.048
18 H 0.058
19 H 0.124
20 H 0.051
21 H 0.112
22 H 0.138

---

(3)
ORCA calculation (ωB97M-V/def2-TZVPD) on 2 unconnected molecules or ions with the total composition C6H15N2.

Each atom is followed by the atoms it is bonded to, with distances in Å.
Atoms and positions in Å:
1 N -2.83471 1.30959 0.71516  H9 0.970, H10 1.027, H11 0.992
2 C 0.07646 0.61648 -0.65999  C3 1.571, C6 1.493, H12 1.085
3 C 1.59598 0.95182 -0.87716  C2 1.571, C4 1.439, H13 1.092, H14 1.097
4 C 2.29192 0.53618 0.31192  C3 1.439, C5 1.385, H15 1.116
5 C 3.25814 -0.45374 0.37157  C4 1.385, H16 1.119, H17 1.111
6 C -0.27796 -0.73387 -1.18790  C2 1.493, N7 1.529, H18 1.105, H19 1.048
7 N -1.40081 -1.48359 -0.46939  C6 1.529, C8 1.501, H20 1.051
8 C -1.23449 -1.48340 1.02208  N7 1.501, H21 1.100, H22 1.081, H23 1.098
9 H -2.06533 1.43732 0.13779  N1 0.970
10 H -3.46958 2.11700 0.72415  N1 1.027
11 H -2.47859 1.34033 1.64086  N1 0.992
12 H -0.58678 1.43473 -0.92019  C2 1.085
13 H 1.71828 2.02485 -1.03982  C3 1.092
14 H 1.93698 0.53242 -1.83180  C3 1.097
15 H 2.07092 1.05614 1.27463  C4 1.116
16 H 3.57241 -0.82645 1.37901  C5 1.119
17 H 3.68039 -0.98199 -0.51044  C5 1.111
18 H -0.53066 -0.82034 -2.25978  C6 1.105
19 H 0.60711 -1.29146 -1.24415  C6 1.048
20 H -2.26711 -0.92116 -0.66166  N7 1.051
21 H -0.99320 -2.49092 1.39162  C8 1.100
22 H -0.51519 -0.68775 1.15303  C8 1.081
23 H -2.15419 -1.18219 1.54047  C8 1.098

Results
frontier orbital gap: 5.44 eV
ΔE to the lowest compared entry with this formula, charge and spin: 158.2 kcal per mole
LUMO energy: -0.2976 Ha
M: 115.2 g/mol
net charge: +1
electronic energy: -346.66045 hartree
maximum force: 0.13076 Eh/bohr

Okay, here come the Löwdin numbers, in e, for every atom:
1 N 0.062
2 C 0.229
3 C -0.181
4 C -0.196
5 C 0.083
6 C -0.167
7 N -0.087
8 C -0.084
9 H -0.069
10 H 0.056
11 H 0.017
12 H 0.134
13 H 0.130
14 H 0.157
15 H 0.128
16 H 0.087
17 H 0.086
18 H 0.183
19 H 0.101
20 H 0.105
21 H 0.095
22 H 0.050
23 H 0.080

---

(4)
ORCA calculation (ωB97M-V/def2-TZVPD) on 2 unconnected molecules or ions with the total composition C6H15N2.

Each atom is followed by the atoms it is bonded to, with distances in Å.
Atoms and positions in Å:
1 C -2.01981 0.82114 -0.40816  C2 1.536, H5 1.092, H6 1.092, H7 1.096
2 C -1.33307 0.77225 -1.78175  C1 1.536, C3 1.497, H8 1.091, H9 1.106
3 C -0.90590 2.12019 -2.27459  C2 1.497, C4 1.331, H10 1.087
4 C 0.20203 2.75887 -1.90566  C3 1.331, H11 1.081, H12 1.087
5 H -2.94164 1.40203 -0.48369  C1 1.092
6 H -2.32012 -0.16081 -0.03750  C1 1.092
7 H -1.41313 1.32110 0.35540  C1 1.096
8 H -1.86728 0.24360 -2.57292  C2 1.091
9 H -0.40426 0.17976 -1.68296  C2 1.106
10 H -1.67004 2.68866 -2.79861  C3 1.087
11 H 0.34273 3.79605 -2.17622  C4 1.081
12 H 0.91500 2.30749 -1.22036  C4 1.087
13 C 1.06434 -2.35947 1.88384  C14 1.338, N16 1.355, H17 1.085
14 C 1.40182 -1.08924 1.63411  C13 1.338, N15 1.477, H18 1.076
15 N 1.44513 -0.65735 0.22220  C14 1.477, H19 1.023, H20 1.023, H21 1.025
16 N 1.03107 -2.92317 3.11528  C13 1.355, H22 1.008, H23 1.005
17 H 0.84536 -3.03600 1.06379  C13 1.085
18 H 1.78667 -0.37687 2.34319  C14 1.076
19 H 2.31296 -0.17441 -0.02498  N15 1.023
20 H 1.37525 -1.45028 -0.42014  N15 1.023
21 H 0.67731 -0.00806 0.02174  N15 1.025
22 H 0.87837 -2.35143 3.93084  N16 1.008
23 H 0.59719 -3.82406 3.21715  N16 1.005

Results
frontier orbital gap: 9.44 eV
ΔE to the lowest compared entry with this formula, charge and spin: 55.6 kcal per mole
LUMO energy: -0.1220 Ha
M: 115.2 g/mol
net charge: +1
electronic energy: -346.82399 hartree
maximum force: 0.02711 Eh/bohr

Okay, here come the Löwdin numbers, in e, for every atom:
1 C -0.104
2 C -0.275
3 C -0.192
4 C 0.006
5 H 0.082
6 H 0.070
7 H 0.072
8 H 0.112
9 H 0.071
10 H 0.108
11 H 0.061
12 H 0.041
13 C -0.181
14 C -0.096
15 N 0.183
16 N 0.099
17 H 0.135
18 H 0.124
19 H 0.174
20 H 0.167
21 H 0.116
22 H 0.116
23 H 0.110